# 1
This record from the OMol25 dataset describes a 14-piece molecular cluster, C6H39NO14 overall at a distorted geometry. The level of theory is wB97M-V/def2-TZVPD.

Values from the calculation:
**M**: 349.4 g/mol
**Orbital gap (spin up / spin down)**: 9.31 / 4.82 eV
**Energy above the lowest of the compared OMol25 structures with the same formula, charge and spin**: 4.144 eV
**E_HOMO (spin up / spin down)**: -0.4646 / -0.4645 Ha
**<S²>**: 0.75
**Strongest force on any atom**: 9.313 eV/Å
**Net charge**: +1
**2S+1**: 2

Element x y z (Å)
C1 -2.669114 0.050264 -3.143586
N1 -2.747602 1.164901 -2.153561
C2 -1.366834 1.478592 -1.796038
C3 -0.785885 0.253015 -1.085909
C4 0.727565 0.381940 -1.098185
C5 1.229545 -0.584252 -0.033390
C6 -1.411065 2.550331 -0.687562
O1 -2.365657 2.673269 0.071171
H1 -3.521136 0.146400 -3.845126
H2 -2.671927 -0.894185 -2.630432
H3 -1.767716 0.232564 -3.754687
H4 -3.454458 0.922794 -1.421217
H5 -0.790328 1.933423 -2.651204
H6 -1.366474 -0.138382 -0.239119
H7 -0.955427 -0.687318 -1.688271
H8 1.188854 0.069117 -2.026814
H9 1.089098 1.393320 -1.196771
H10 2.273773 -0.595595 0.181599
H11 1.040910 -1.665071 -0.521836
H12 0.740046 -0.671225 0.940060
H13 -0.441051 3.012786 -0.526334
H14 -1.024694 -2.621831 3.692491
H15 -0.015494 -1.758030 2.991040
O2 -0.584971 -2.480771 2.850044
H16 4.419032 -0.151256 -2.902825
H17 3.079834 -0.657136 -2.608688
O3 3.928190 -0.161543 -2.202750
H18 2.675286 1.507368 2.762872
H19 4.133029 1.211320 2.234253
O4 3.394526 0.903292 2.828532
H20 4.175847 0.743929 -0.884219
H21 3.710604 2.042194 -0.244283
O5 4.266083 1.241747 -0.017237
H22 2.077167 -0.443194 3.197079
H23 0.875166 0.428225 3.195417
O6 1.196516 -0.411670 3.569414
H24 -1.682343 -3.205929 1.470024
H25 -1.570362 -4.259703 0.201454
O7 -1.648498 -3.463171 0.501808
H26 0.788332 3.934770 0.911216
H27 1.278314 2.636201 1.641880
O8 1.237789 3.174728 0.835583
H28 -2.066181 -0.916257 2.567680
H29 -3.271744 -0.510733 1.526256
O9 -2.754319 -0.280633 2.299862
H30 0.958946 0.562575 -4.715985
H31 0.968864 -0.513706 -3.602092
O10 1.536119 0.065720 -4.100909
H32 0.838104 -3.670390 -2.229163
H33 1.936511 -4.717832 -1.828414
O11 1.780804 -3.914371 -2.297831
H34 1.154665 2.341572 4.124317
H35 -0.229316 2.022478 3.435728
O12 0.780775 2.149074 3.263646
H36 -2.140254 2.526342 2.253250
H37 -2.204206 1.169555 2.867876
O13 -1.740238 2.065163 3.089928
H38 -3.645006 -3.033676 -0.927956
H39 -4.652843 -2.403378 0.079286
O14 -3.935150 -2.177735 -0.521370

Cartesian forces, eV/Å:
-1.021 2.249 -1.864
1.493 -3.448 -0.553
-2.040 2.558 0.909
0.062 -2.598 -2.261
0.684 -0.314 1.028
-0.419 -3.109 -0.924
-1.039 -0.425 1.619
1.423 -0.256 -1.626
0.150 -0.354 0.538
-0.223 -0.389 0.229
-0.368 -0.448 0.424
0.612 1.151 -0.240
-0.590 -1.165 0.535
0.600 1.264 0.742
0.069 1.070 -0.037
-0.689 -0.471 -0.078
0.074 0.737 1.451
0.907 0.491 -0.143
0.355 2.077 1.161
-0.342 0.680 -0.266
0.137 0.511 0.128
0.190 -0.175 0.292
2.061 1.933 0.557
-2.326 -1.559 -0.401
5.218 0.382 -6.534
2.837 1.713 1.724
-7.876 -2.417 4.268
-0.511 0.930 -0.246
-1.344 -0.472 0.562
2.127 -0.468 -0.493
0.344 0.340 1.367
0.958 -1.062 0.726
-1.279 1.150 -1.496
0.834 -0.194 -0.002
0.127 -0.105 0.448
-1.150 -0.644 -0.288
0.699 -1.446 -1.652
0.820 -7.627 -1.393
-1.075 8.834 2.745
-2.338 4.166 1.322
-0.596 0.815 0.278
2.899 -4.608 -1.850
-0.446 -0.372 -0.788
0.357 -0.690 -0.009
0.146 0.523 0.629
0.564 -0.503 0.371
-0.490 -0.451 -0.136
-0.156 0.754 -0.904
0.768 -0.643 0.200
-0.129 -0.813 0.575
-0.677 1.515 -0.757
0.314 0.072 0.292
1.115 0.638 -0.854
-1.230 0.033 0.513
1.497 -0.458 2.273
0.993 1.302 0.892
-2.885 -0.698 -2.993
-0.280 1.126 0.925
-0.025 -0.172 -0.108
0.113 -0.462 -0.828

Mulliken population analysis, charges in e, atoms 1 to 8: -0.727 -0.003 0.278 0.054 1.075 -0.894 -0.004 -0.513

***

# 2
This record from the OMol25 dataset describes a 5-piece molecular cluster, C28H26BF39N2O9S overall at a distorted geometry. The level of theory is wB97M-V/def2-TZVPD.

Values from the calculation:
**M**: 1318.3 g/mol
**Orbital gap**: 7.90 eV
**E_HOMO**: -0.3588 Ha
**Strongest force on any atom**: 11.325 eV/Å
**Structure (SMILES)**: C=CN(C(=O)OB(O)N(C)C)S(=O)(=O)C(F)(F)C(F)(F)C(F)(F)F.FC(F)C(F)(F)COC(F)(F)C(F)F.FC(F)C(F)(F)COC(F)(F)C(F)F.FC(F)C(F)(F)COC(F)(F)C(F)F.FC(F)C(F)(F)COC(F)(F)C(F)F

Element x y z (Å)
C1 -4.061671 -0.397966 4.507594
C2 -4.916049 -1.435438 3.846723
N1 -6.410264 -1.349231 3.628845
C3 -7.189928 -1.506855 4.930830
O1 -8.518640 -1.771593 4.792197
O2 -6.582450 -1.433193 6.278542
B1 -7.028921 -2.549493 7.137638
O3 -8.385175 -2.727919 7.696560
N2 -5.985868 -3.627553 7.492327
C4 -6.463946 -5.011177 7.091049
C5 -6.032837 -3.659962 9.034007
S1 -6.892016 0.067575 2.731517
O4 -6.902028 1.321218 3.689842
O5 -8.384891 -0.077726 2.254983
C6 -5.847592 0.456435 1.227061
F1 -6.323804 1.800992 0.727740
F2 -4.385950 0.674975 1.542178
C7 -6.074141 -0.576347 -0.048371
F3 -5.271207 0.016572 -1.182733
F4 -7.476164 -0.625741 -0.540118
C8 -5.467807 -2.081145 0.189083
F5 -6.335867 -2.948780 1.068940
F6 -5.510253 -2.758920 -1.160968
F7 -4.039514 -2.085338 0.592705
H1 -4.455094 0.682316 4.821947
H2 -2.901346 -0.587822 4.694192
H3 -4.376390 -2.401657 3.404582
H4 -8.783058 -1.836584 7.932951
H5 -5.783169 -5.789198 7.687780
H6 -7.565563 -5.218590 7.442573
H7 -6.281055 -5.264704 5.947146
H8 -5.124954 -4.255484 9.470428
H9 -6.145273 -2.566801 9.437163
H10 -7.013902 -4.257306 9.323129
F8 -1.207181 -3.924277 -4.945053
C9 -2.208052 -3.080434 -4.603972
F9 -1.856444 -1.858553 -5.088069
C10 -2.425607 -3.018006 -3.096307
F10 -1.333861 -2.516855 -2.458064
F11 -3.438754 -2.128829 -2.848359
C11 -2.823877 -4.350821 -2.445263
O6 -1.766971 -5.092527 -1.830680
C12 -1.017012 -5.929199 -2.709976
F12 -1.641672 -5.991053 -3.909895
F13 -1.094950 -7.181578 -2.183445
C13 0.451959 -5.504723 -2.822534
F14 0.572679 -4.232301 -3.277034
F15 1.125818 -6.296072 -3.700152
H11 -3.119689 -3.391614 -5.124335
H12 -3.495403 -4.100780 -1.613983
H13 -3.433805 -4.976532 -3.107929
H14 0.952903 -5.564592 -1.851664
F16 2.412047 1.521221 -2.780913
C14 1.675378 1.049982 -3.813094
F17 2.388424 1.315072 -4.941043
C15 0.296969 1.697353 -3.885074
F18 0.388480 3.033652 -4.122452
F19 -0.363430 1.174654 -4.966388
C16 -0.592164 1.462481 -2.654971
O7 -0.620120 2.515121 -1.687472
C17 0.436945 2.491869 -0.729508
F20 1.109007 1.320790 -0.833143
F21 -0.169406 2.467885 0.488492
C18 1.353290 3.717134 -0.828315
F22 1.923693 3.818930 -2.054887
F23 2.372925 3.641291 0.068972
H15 1.598803 -0.038149 -3.719293
H16 -1.624206 1.409680 -3.024560
H17 -0.419289 0.483369 -2.192254
H18 0.796448 4.639569 -0.638158
F24 8.259537 3.342986 -4.653975
C19 7.423889 2.282317 -4.571385
F25 8.122642 1.211045 -5.035167
C20 6.149110 2.483679 -5.382974
F26 6.419299 2.593605 -6.711632
F27 5.379713 1.356671 -5.254675
C21 5.284438 3.674349 -4.943065
O8 5.443409 4.880334 -5.694876
C22 6.523174 5.717683 -5.284292
F28 7.018337 5.264781 -4.108060
F29 5.967568 6.930005 -5.013483
C23 7.598987 5.870523 -6.365952
F30 8.129700 4.672752 -6.717935
F31 8.631920 6.638647 -5.925990
H19 7.197955 2.097138 -3.516228
H20 4.241656 3.382131 -5.121141
H21 5.335081 3.853950 -3.862403
H22 7.186020 6.333846 -7.267013
F32 6.079508 2.284143 0.904262
C24 5.078637 3.127987 1.245342
F33 5.430244 4.349870 0.761246
C25 4.861081 3.190416 2.753007
F34 5.952828 3.691566 3.391251
F35 3.847934 4.079592 3.000956
C26 4.462812 1.857600 3.404052
O9 5.519717 1.115895 4.018635
C27 6.269677 0.279222 3.139339
F36 5.645017 0.217369 1.939421
F37 6.191739 -0.973157 3.665870
C28 7.738647 0.703699 3.026781
F38 7.859369 1.976121 2.572281
F39 8.412506 -0.087650 2.149164
H23 4.167000 2.816807 0.724980
H24 3.791285 2.107641 4.235333
H25 3.852884 1.231889 2.741387
H26 8.239592 0.643830 3.997652

Cartesian forces, eV/Å:
-2.222 -2.144 -1.814
4.170 2.500 1.490
2.272 0.606 2.158
-7.899 -1.199 0.525
9.126 1.782 0.980
-1.717 -1.424 -3.776
-1.239 -1.544 0.705
3.030 2.636 -0.720
-2.065 0.233 0.838
0.737 -1.536 0.020
-0.909 -0.458 0.220
-8.926 5.346 4.474
1.783 -4.673 -3.616
6.580 -0.580 0.628
2.442 3.128 -2.499
1.344 -4.706 2.007
-4.930 -1.086 -1.167
-0.079 1.273 -2.851
-2.448 -2.017 3.726
4.991 0.019 2.096
0.300 -3.425 -1.818
3.499 3.442 -2.831
0.121 2.254 4.721
-5.327 0.034 -1.021
0.593 -2.782 -0.653
-2.870 0.182 -0.698
-1.623 2.207 1.201
0.397 -1.558 -0.875
-1.424 1.645 -1.301
1.915 0.394 -0.912
-0.629 0.812 2.359
-1.539 1.445 -0.888
0.567 -2.139 -0.478
1.910 1.317 -0.189
-0.331 0.512 -0.016
0.177 0.441 -1.011
-0.147 0.003 0.371
0.271 0.019 0.853
-0.109 -0.036 -0.338
0.155 -0.300 -0.507
-0.752 -0.299 0.870
0.983 -0.300 -1.634
-2.026 -0.092 0.640
0.670 -0.502 0.431
0.542 0.583 -0.183
0.971 0.257 -0.112
-0.133 -0.384 0.349
-0.553 -0.028 0.266
-0.035 -0.033 0.196
0.353 0.110 -0.151
0.325 0.240 -0.065
-0.245 -0.099 0.013
0.009 -0.111 -0.448
0.853 -0.410 -0.604
-0.385 0.076 0.048
-0.641 0.807 -0.077
0.244 -0.385 0.089
0.443 -0.250 0.415
-1.134 -0.309 0.082
1.974 -0.065 0.625
-1.814 -1.313 -0.560
0.026 0.646 0.703
0.515 0.450 -0.362
0.351 0.838 -0.389
-0.383 -0.015 0.490
-0.468 -0.279 0.029
-0.180 0.069 0.029
0.291 0.225 -0.044
0.228 0.265 -0.169
-0.123 -0.218 0.060
-0.135 -0.566 0.019
0.871 -0.583 0.279
-0.359 0.032 -0.083
-0.455 0.277 -0.899
0.162 -0.055 0.450
0.391 0.223 0.416
-1.177 0.130 0.127
1.886 0.344 0.495
-1.851 -0.665 0.953
0.081 0.824 -0.484
0.528 -0.297 -0.481
0.699 -0.007 -0.711
-0.396 0.445 0.060
-0.507 -0.074 0.230
-0.166 0.067 -0.071
0.309 -0.021 -0.194
0.273 -0.096 -0.269
-0.179 -0.003 0.197
-0.206 0.434 -0.052
0.012 0.434 -0.989
-0.165 -0.021 0.331
0.475 0.142 0.894
-0.229 -0.147 -0.384
0.028 -0.348 -0.458
-0.758 -0.279 0.825
0.982 -0.349 -1.640
-2.025 0.012 0.662
0.660 -0.525 0.411
0.530 0.527 -0.173
0.953 0.391 -0.102
-0.140 -0.473 0.368
-0.529 -0.074 0.231
0.156 -0.052 0.280
0.343 0.124 -0.114
0.330 0.233 -0.074
-0.247 -0.100 0.014

Mulliken population analysis, charges in e, atoms 1 to 8: -0.571 -0.193 0.164 0.405 -0.498 -0.277 0.672 -0.499

***

# 3
This record from the OMol25 dataset describes one molecule with the formula C20H33FN5O3P at a distorted geometry. The level of theory is wB97M-V/def2-TZVPD.

Values from the calculation:
**M**: 441.5 g/mol
**Orbital gap**: 9.63 eV
**E_HOMO**: -0.3217 Ha
**Strongest force on any atom**: 1.472 eV/Å
**Structure (SMILES)**: CCCCOP(=O)(OCCCC)[C@@H](Nc1nnn(CCCC)n1)c1ccc(F)cc1

Element x y z (Å)
C1 -3.131354 -3.119167 0.021657
C2 -2.325109 -3.153598 -1.270787
C3 -1.067653 -4.016833 -1.168524
C4 -0.018235 -3.440933 -0.226260
O1 0.489017 -2.221043 -0.766394
P1 0.951744 -1.091351 0.260796
O2 0.100370 -0.877837 1.437484
O3 2.421204 -1.624256 0.691029
C5 2.856542 -1.576935 2.038484
C6 3.771636 -0.384276 2.294301
C7 2.984004 0.917805 2.384072
C8 3.895725 2.131279 2.501150
C9 1.174020 0.348394 -0.918551
N1 0.407479 1.462411 -0.421776
C10 -0.904706 1.145129 -0.232973
N2 -1.509854 0.133485 -0.883775
N3 -2.743702 0.153636 -0.496848
N4 -2.873840 1.130278 0.347318
C11 -4.113679 1.467526 0.974643
C12 -4.681510 2.769632 0.404009
C13 -4.864190 2.734464 -1.114142
C14 -5.798526 1.624938 -1.583517
N5 -1.752016 1.798857 0.552065
C15 2.610162 0.647722 -1.200809
C16 3.408212 -0.392266 -1.669093
C17 4.751412 -0.194616 -1.919861
C18 5.288172 1.063914 -1.708611
F1 6.602905 1.265965 -1.943189
C19 4.513866 2.120800 -1.271812
C20 3.168843 1.905848 -1.019188
H1 -3.368270 -4.126453 0.360943
H2 -4.060365 -2.578607 -0.139248
H3 -2.580331 -2.606161 0.804908
H4 -2.950411 -3.553259 -2.072289
H5 -2.038552 -2.136550 -1.535793
H6 -0.616939 -4.112657 -2.158098
H7 -1.328426 -5.016080 -0.811414
H8 -0.444923 -3.246167 0.762386
H9 0.816924 -4.142187 -0.112145
H10 1.983529 -1.532594 2.698631
H11 3.393234 -2.514791 2.210852
H12 4.496622 -0.321784 1.479694
H13 4.314173 -0.554677 3.225935
H14 2.367421 1.006069 1.486708
H15 2.310936 0.873840 3.242770
H16 3.311905 3.046648 2.564047
H17 4.511717 2.056502 3.394419
H18 4.552037 2.198258 1.636213
H19 0.680544 0.008813 -1.837375
H20 0.797367 1.933832 0.386083
H21 -3.935514 1.579362 2.047115
H22 -4.790036 0.630485 0.799416
H23 -4.002989 3.585211 0.661483
H24 -5.642264 2.958906 0.886120
H25 -5.263605 3.701281 -1.428079
H26 -3.891929 2.612730 -1.596028
H27 -5.341146 0.648887 -1.444637
H28 -6.015319 1.744623 -2.642118
H29 -6.738416 1.658212 -1.036176
H30 2.962280 -1.362527 -1.824001
H31 5.382423 -0.994253 -2.273826
H32 4.959575 3.093462 -1.134582
H33 2.557792 2.732625 -0.692804

Cartesian forces, eV/Å:
0.085 0.037 -0.228
0.038 -0.168 0.106
0.101 0.417 0.075
-0.204 -0.784 0.155
0.200 0.635 0.059
0.838 -0.985 -0.287
-0.164 0.302 0.076
-0.806 0.309 -0.738
0.411 -0.060 0.800
-0.468 -0.097 -0.168
0.302 -0.021 0.057
-0.217 -0.128 -0.046
-0.161 -0.657 0.183
0.424 0.454 0.169
-1.397 0.440 0.149
0.466 0.175 -0.305
-0.914 -0.400 -0.018
0.766 -0.311 -0.191
-0.745 0.461 0.307
0.166 -0.088 -0.210
-0.140 -0.049 0.147
0.170 0.185 -0.021
0.550 0.320 0.042
0.200 0.179 -0.121
0.088 0.254 -0.041
0.121 0.084 -0.045
-0.128 0.076 0.047
-0.135 -0.035 0.016
0.284 -0.085 -0.091
-0.112 -0.246 -0.036
-0.054 -0.108 0.078
-0.110 0.055 0.081
0.018 0.072 0.185
0.011 0.062 -0.058
-0.028 -0.035 -0.150
0.059 -0.123 -0.017
0.044 -0.066 -0.019
0.034 -0.045 -0.074
-0.068 0.106 0.003
0.134 -0.084 -0.028
-0.091 0.084 0.000
0.117 -0.021 0.003
0.076 -0.010 0.030
-0.056 0.059 0.080
-0.109 -0.021 -0.054
0.013 0.159 0.020
0.098 0.043 0.096
0.096 0.045 -0.060
0.130 -0.016 0.147
-0.001 -0.078 -0.056
-0.005 -0.143 -0.122
0.120 0.025 0.057
-0.054 0.010 0.099
-0.009 0.025 0.072
0.085 0.017 -0.026
0.044 0.087 -0.033
-0.029 -0.147 -0.003
-0.066 -0.070 -0.093
-0.149 -0.047 0.040
0.052 -0.151 -0.046
0.076 -0.071 -0.042
0.071 0.083 0.006
-0.066 0.092 0.044

Mulliken population analysis, charges in e, atoms 1 to 8: -1.180 -0.127 -0.996 -0.656 -0.274 1.586 -0.917 -0.345

***

The highest M belongs to which entry?
C28H26BF39N2O9S